No. 1
Density functional theory data (ωB97M-V/def2-TZVPD) for C34H20BrCl2N6O3Ru as an isolated structure.

The geometry in XYZ format:
```
67
Properties=species:S:1:pos:R:3
Ru -0.63 -0.21 -0.35
Cl -4.45 -1.38 5.18
C -3.93 -1.11 3.56
C -2.60 -0.83 3.32
C -2.14 -0.59 2.02
N -0.82 -0.31 1.65
C 0.18 -0.08 2.58
O 0.05 -0.23 3.79
C 1.50 0.45 2.06
C 2.41 0.82 2.99
C 3.74 1.38 2.90
C 4.51 1.79 1.88
C 4.22 1.80 0.40
N 1.71 0.60 0.67
C -3.09 -0.64 0.95
C -4.43 -0.94 1.22
C -4.85 -1.17 2.51
Cl -6.51 -1.55 2.81
N -2.57 -0.37 -0.30
C -3.20 -0.57 -1.50
O -4.38 -0.83 -1.69
C -2.25 -0.42 -2.64
C -2.66 -0.63 -3.95
C -1.74 -0.52 -4.97
C -0.42 -0.22 -4.66
C -0.07 -0.04 -3.33
N -0.96 -0.13 -2.34
H -1.91 -0.80 4.14
H 2.04 0.66 3.99
H 4.20 1.50 3.88
H 5.48 2.18 2.16
H 4.13 0.78 0.02
H -5.13 -0.99 0.40
H -3.70 -0.88 -4.12
H -2.03 -0.67 -6.00
H 0.34 -0.14 -5.43
H 0.94 0.18 -3.04
Br 3.27 -6.66 0.06
C 2.04 -5.23 -0.19
C 0.72 -5.52 -0.55
C -0.17 -4.50 -0.72
C 0.20 -3.15 -0.54
O -0.71 -2.24 -0.68
C 1.56 -2.87 -0.20
C 2.01 -1.56 0.07
N 1.33 -0.47 -0.14
C 1.74 1.90 0.13
C 2.96 2.56 0.09
C 2.99 3.92 -0.25
C 1.84 4.60 -0.54
C 0.59 3.94 -0.55
C -0.62 4.59 -0.82
C -1.80 3.89 -0.71
C -1.76 2.53 -0.42
N -0.63 1.85 -0.24
C 0.54 2.55 -0.24
C 2.46 -3.94 -0.02
H 0.41 -6.55 -0.68
H -1.21 -4.70 -0.98
H 2.99 -1.42 0.53
H 5.05 2.28 -0.11
H 3.94 4.44 -0.25
H 1.87 5.65 -0.78
H -0.62 5.65 -1.08
H -2.75 4.37 -0.86
H -2.67 1.96 -0.33
H 3.49 -3.73 0.26
```

## Properties
**<S²>**: 0.757
**Energy**: -5451.2557 a.u.
**Relative energy (zero: lowest compared OMol25 entry of this formula, charge and spin)**: 0.00 kcal/mol
**HOMO energy (spin up / spin down)**: -7.101 / -7.240 eV
**2S+1**: 2
**Orbital gap (spin up / spin down)**: 0.22374 / 0.21495 Ha


No. 2
Density functional theory data (ωB97M-V/def2-TZVPD) for C5H3N as an isolated structure.

The geometry in XYZ format:
```
9
Properties=species:S:1:pos:R:3
C -2.38 0.50 0.01
C -1.84 -0.71 -0.02
C 0.78 -0.26 0.03
C -0.52 -0.25 0.02
C 2.00 0.16 0.03
N 3.21 0.02 -0.03
H -2.84 1.44 0.04
H -2.25 -1.72 -0.05
H 3.84 0.82 -0.02
```

## Properties
**<S²>**: 2.096
**Energy**: -246.7746 a.u.
**Relative energy (zero: lowest compared OMol25 entry of this formula, charge and spin)**: 37.09 kcal/mol
**HOMO energy (spin up / spin down)**: -5.977 / -8.699 eV
**2S+1**: 3
**Orbital gap (spin up / spin down)**: 0.20559 / 0.26598 Ha


No. 3
Density functional theory data (ωB97M-V/def2-TZVPD) for a 14-piece molecular cluster, C56H84O34 overall.

The geometry in XYZ format:
```
174
Properties=species:S:1:pos:R:3
O 3.52 -10.38 -24.37
C 4.10 -9.86 -25.28
O 3.54 -8.72 -25.81
C 4.44 -7.99 -26.64
C 5.48 -9.01 -27.06
C 5.39 -10.14 -26.02
H 4.89 -7.19 -26.10
H 3.96 -7.72 -27.54
H 6.49 -8.57 -27.06
H 5.27 -9.39 -28.03
H 6.24 -10.27 -25.25
H 5.30 -11.06 -26.54
O 0.14 -15.40 -19.08
C -0.72 -15.87 -19.75
O -0.81 -17.20 -20.02
C -1.96 -17.46 -20.81
C -2.34 -16.19 -21.56
C -1.80 -15.20 -20.57
H -2.74 -17.72 -19.99
H -1.70 -18.34 -21.35
H -3.36 -16.09 -21.67
H -1.87 -16.25 -22.54
H -2.61 -14.83 -19.92
H -1.36 -14.33 -21.03
O 3.56 -11.07 -28.06
C 2.66 -11.76 -27.66
O 1.77 -12.23 -28.51
C 0.71 -12.87 -27.85
C 1.30 -13.44 -26.61
C 2.29 -12.35 -26.28
H 0.29 -13.58 -28.58
H -0.09 -12.12 -27.62
H 1.86 -14.32 -26.78
H 0.61 -13.57 -25.80
H 3.21 -12.71 -25.82
H 1.95 -11.53 -25.69
O 4.49 -14.83 -23.37
C 4.19 -15.84 -22.78
O 5.03 -16.64 -22.15
C 4.49 -17.87 -21.77
C 3.08 -17.90 -22.47
C 2.79 -16.39 -22.65
H 4.46 -17.88 -20.66
H 5.13 -18.67 -22.20
H 2.36 -18.41 -21.89
H 3.04 -18.45 -23.41
H 2.49 -16.01 -21.70
H 2.06 -16.11 -23.41
O 5.19 -11.47 -20.15
C 5.77 -12.05 -21.01
O 6.25 -11.51 -22.14
C 6.67 -12.61 -23.06
C 7.15 -13.67 -22.08
C 6.18 -13.46 -20.92
H 7.40 -12.23 -23.70
H 5.72 -12.93 -23.51
H 8.19 -13.43 -21.79
H 7.09 -14.64 -22.71
H 6.53 -13.71 -19.91
H 5.24 -14.02 -21.08
O -2.60 -7.94 -23.98
C -1.42 -7.92 -24.41
O -0.37 -8.14 -23.63
C 0.81 -8.24 -24.40
C 0.51 -7.79 -25.85
C -1.09 -7.67 -25.83
H 1.07 -9.28 -24.44
H 1.59 -7.65 -23.89
H 0.76 -8.50 -26.59
H 0.83 -6.78 -26.11
H -1.52 -8.43 -26.48
H -1.57 -6.72 -26.13
O 7.02 -7.73 -24.58
C 6.50 -7.70 -23.49
O 6.89 -8.51 -22.49
C 6.03 -8.35 -21.35
C 4.73 -7.70 -21.87
C 5.42 -6.79 -22.96
H 6.46 -7.69 -20.58
H 5.81 -9.33 -20.97
H 4.19 -7.07 -21.25
H 4.02 -8.42 -22.22
H 5.88 -5.96 -22.47
H 4.81 -6.48 -23.81
O -4.20 -15.02 -17.58
C -3.36 -14.24 -17.21
O -3.00 -13.16 -17.89
C -2.20 -12.21 -17.11
C -2.03 -12.97 -15.72
C -2.62 -14.36 -15.90
H -2.71 -11.21 -17.07
H -1.27 -12.12 -17.67
H -2.52 -12.52 -14.83
H -0.98 -13.02 -15.38
H -3.36 -14.60 -15.11
H -1.91 -15.19 -15.93
C 2.34 -13.44 -15.78
C 1.80 -14.19 -17.04
C 1.80 -13.38 -18.33
O 2.73 -14.05 -19.18
C 3.17 -15.18 -18.56
O 3.86 -16.02 -19.07
O 2.65 -15.24 -17.31
H 2.83 -14.06 -15.03
H 1.50 -12.92 -15.28
H 3.04 -12.60 -16.02
H 0.75 -14.56 -16.87
H 2.19 -12.31 -18.10
H 0.79 -13.39 -18.84
C 0.51 -19.48 -28.26
C -0.09 -19.09 -26.94
C 0.75 -19.27 -25.72
O 0.67 -17.93 -25.05
C -0.03 -17.11 -25.82
O -0.29 -15.97 -25.63
O -0.49 -17.72 -26.92
H 0.95 -20.49 -28.23
H 1.33 -18.84 -28.47
H -0.19 -19.46 -29.12
H -1.07 -19.62 -26.82
H 1.77 -19.51 -25.96
H 0.42 -20.05 -24.95
C 1.04 -13.40 -22.60
C 1.32 -12.35 -21.52
C 1.68 -10.96 -22.02
O 0.92 -10.11 -21.26
C -0.05 -10.78 -20.61
O -0.86 -10.22 -19.90
O 0.08 -12.13 -20.83
H 1.95 -13.79 -23.09
H 0.39 -12.96 -23.32
H 0.49 -14.22 -22.11
H 2.05 -12.74 -20.81
H 1.45 -10.87 -23.11
H 2.74 -10.82 -21.80
C 2.35 -6.74 -17.42
C 1.63 -7.78 -18.27
C 2.64 -8.85 -18.73
O 2.19 -10.01 -18.02
C 1.10 -9.73 -17.31
O 0.52 -10.58 -16.64
O 0.73 -8.44 -17.46
H 2.53 -5.85 -17.97
H 3.35 -7.05 -17.14
H 1.81 -6.50 -16.53
H 1.06 -7.28 -19.04
H 3.64 -8.55 -18.55
H 2.64 -9.16 -19.79
C -1.44 -5.78 -19.45
C -1.42 -6.19 -20.88
C -2.02 -5.19 -21.85
O -0.97 -4.85 -22.76
C 0.14 -5.56 -22.48
O 1.17 -5.46 -23.08
O -0.04 -6.27 -21.36
H -2.55 -5.76 -19.19
H -1.09 -4.74 -19.31
H -0.86 -6.52 -18.87
H -1.78 -7.26 -20.93
H -2.30 -4.29 -21.36
H -2.90 -5.65 -22.38
C -3.91 -10.03 -21.79
C -3.38 -11.16 -22.55
C -4.03 -11.59 -23.86
O -2.98 -11.56 -24.81
C -1.84 -11.24 -24.23
O -0.76 -11.18 -24.74
O -2.01 -10.98 -22.93
H -4.85 -10.24 -21.37
H -4.10 -9.19 -22.42
H -3.17 -9.72 -21.07
H -3.33 -12.06 -21.88
H -4.90 -11.00 -24.21
H -4.36 -12.64 -23.78
```

## Properties
**Energy**: -4742.5779 a.u.
**Relative energy (zero: lowest compared OMol25 entry of this formula, charge and spin)**: 19.88 kcal/mol
**HOMO energy**: -9.816 eV
**Orbital gap**: 0.36498 Ha


No. 4
Density functional theory data (ωB97M-V/def2-TZVPD) for one molecule with the formula C5H8N4O4S2.

The geometry in XYZ format:
```
23
Properties=species:S:1:pos:R:3
C 2.22 -1.74 0.67
C -0.41 -0.58 0.21
C -2.94 -0.32 -0.45
C -1.59 0.28 0.18
C 2.03 -0.47 -0.06
N 2.81 -2.65 1.05
N 4.89 0.14 0.66
N 0.81 0.15 0.10
N 2.42 -0.74 -1.69
O 3.59 -0.92 -1.89
O 1.56 -0.53 -2.50
O 2.96 1.01 1.93
O 3.35 1.79 -0.37
S -0.35 -2.16 0.54
S 3.36 0.73 0.56
H -3.75 0.19 -0.15
H -2.82 -0.26 -1.60
H -2.93 -1.40 -0.12
H -1.69 0.45 1.18
H -1.23 1.13 -0.27
H 5.33 -0.09 -0.22
H 4.99 -0.67 1.23
H 0.96 1.15 0.11
```

## Properties
**Energy**: -1511.5024 a.u.
**Relative energy (zero: lowest compared OMol25 entry of this formula, charge and spin)**: 0.90 kcal/mol
**HOMO energy**: -9.284 eV
**Orbital gap**: 0.32272 Ha